(1)
DFT (ωB97M-V/def2-TZVPD) results for a structure of composition C46H60AsN2O3PbSb in a non-equilibrium geometry.

As for the total charge: +2. As for the frontier orbital gap: 5.68 eV. The value obtained for the max |F| is 0.0401 hartree/bohr. The total energy comes out at -130408.9606 eV. Its HOMO energy is -11.832 eV.

The geometry in XYZ format:
```
114
C46H60AsN2O3PbSb (ωB97M-V/def2-TZVPD)
Pb 0.73682 0.03562 -1.33999
Sb -1.53651 -0.84227 3.40950
As 2.49325 -2.75371 -3.40692
O 0.01225 -2.44496 0.06593
O -0.51248 -0.92425 1.58631
O 2.05041 -1.46256 -2.48359
N -0.71897 0.83221 -2.92719
N 1.53596 2.15282 -1.96777
C -2.72866 3.10391 4.84593
C 4.91734 3.55074 -1.45233
C 3.84999 2.92101 -2.08559
C 1.82772 -2.56205 -5.22251
C -0.64684 -2.07903 0.99507
C -0.90614 2.46770 6.26845
C 1.45856 -3.93579 4.44751
C -0.47962 -2.59070 4.22234
C -1.51287 1.08460 4.43584
C 4.43177 -2.84137 -3.47317
C -4.02237 -0.65493 -3.28316
C -5.52816 -1.29481 1.48772
C -4.46511 -1.54334 2.35542
C -1.85068 0.51050 -3.57894
C 0.73734 2.76423 -2.78995
C 3.45868 1.13896 -3.94171
C 3.78813 3.55737 -4.51441
C 2.49788 3.34045 -0.09769
C -4.53258 -2.62794 3.38356
C 3.59072 3.98325 0.47455
C -0.60693 -4.64736 5.44075
C -1.91285 3.35611 5.93696
C -3.34299 -0.74282 2.20649
C -0.68399 1.30618 5.53102
C -3.24906 0.24977 1.23882
C -2.27937 1.58971 -4.36293
C -1.36692 2.61154 -4.18546
C 1.49227 2.10942 1.82130
C 2.63480 2.82045 -1.39195
C -0.39687 2.12902 -3.29740
C -1.95053 -1.71574 -2.40923
C -2.53661 1.95732 4.09471
C 1.28052 3.24889 0.81480
C 4.79719 4.08619 -0.18623
C 4.11463 2.44815 -3.50543
C -2.51851 -0.83584 -3.52079
C 1.86565 -4.39206 -2.56754
C -0.11794 3.13453 0.21189
C -4.32223 0.47490 0.39578
C 1.75417 -1.74327 3.30749
C 0.41649 0.37307 5.91668
C -1.22473 -3.51341 4.94179
C -5.46401 -0.30001 0.52805
C -2.29787 -1.53530 -4.86900
C 0.73419 -4.86876 5.16340
C 0.88282 -2.74912 3.98869
H -0.27281 3.87004 -0.57027
H 2.20992 -5.25681 -3.13050
H -2.78075 -0.98767 -5.67192
H 1.21623 0.41482 5.17789
H -1.23429 -1.59766 -5.08767
H -2.46920 -2.67113 -2.38706
H 3.92653 0.80287 -4.86814
H 2.68423 -1.62771 3.85941
H 2.39379 1.25303 -4.12569
H -4.19961 -0.14003 -2.34215
H -4.32758 -2.22418 4.37777
H -2.07636 -1.23604 -1.43911
H -3.80919 -3.41655 3.16211
H 4.73008 -3.71683 -4.04649
H 2.26617 -4.42200 -1.55289
H 1.28056 4.19041 1.37693
H 5.63739 4.57746 0.28099
H -1.38124 3.58972 -4.62285
H 1.21998 -5.76356 5.51919
H -5.52069 -3.07905 3.39718
H 4.81790 -2.92650 -2.45690
H 4.83998 -1.94116 -3.93372
H 2.01797 -2.08432 2.30632
H 4.14553 3.27088 -5.50126
H -2.33696 0.82658 1.12854
H 2.25878 -1.64917 -5.63871
H 1.52458 1.14785 1.30350
H -3.15140 1.60324 -4.98400
H 2.50822 -4.10593 4.25725
H -4.26711 1.25606 -0.34706
H -0.28671 2.65883 7.13246
H 1.26998 -0.76956 3.22139
H -6.42048 -1.89397 1.57457
H -0.89111 -1.91463 -2.56936
H 0.74116 -2.47349 -5.22315
H -0.32292 2.14354 -0.20117
H -1.45337 -2.72575 1.41237
H -2.27475 -3.34767 5.13086
H 2.43247 2.24521 2.35007
H -3.52590 3.78193 4.58931
H -2.70885 -2.54134 -4.84558
H 3.60075 0.37293 -3.18170
H 5.19736 2.28444 -3.55820
H 4.27469 4.48755 -4.23124
H -2.06888 4.24041 6.53633
H -4.51564 -1.62336 -3.24744
H 2.12348 -3.42506 -5.81514
H 0.83878 0.66928 6.87148
H 0.77860 -4.38832 -2.50874
H 3.47983 4.42122 1.45538
H 0.67093 2.08874 2.54441
H -1.16860 -5.35106 6.03712
H -6.30950 -0.12333 -0.11842
H 2.71597 3.72425 -4.58654
H 5.86397 3.62770 -1.96655
H 0.92193 3.79180 -3.09191
H -0.84453 3.31592 1.00410
H -4.47439 -0.07384 -4.07987
H 0.05735 -0.65410 6.00553
H -3.19941 1.75788 3.26307
```

(2)
DFT (ωB97M-V/def2-TZVPD) results for a structure of composition C46H65N4P2PbSe in a non-equilibrium geometry.

As for the total charge: -1. As for the frontier orbital gap: 7.24 eV. The value obtained for the max |F| is 0.0490 hartree/bohr. The total energy comes out at -143891.4002 eV. Its HOMO energy is -4.765 eV.

The geometry in XYZ format:
```
119
C46H65N4P2PbSe (ωB97M-V/def2-TZVPD)
Pb -2.26364 1.22320 20.00644
Se -2.31712 5.01231 23.91777
P 0.09166 -0.00970 22.04956
P -2.79837 -1.46282 18.56092
N -2.75040 2.99920 21.79723
N -2.82185 -0.53448 21.53090
N -1.47248 3.18630 17.66719
N -4.21314 2.32469 18.83450
C -6.41112 1.70859 20.07016
C -3.20900 -4.14478 22.21362
C -2.27177 1.16071 25.34077
C -3.03413 -3.81571 19.87196
C -2.98040 -1.85747 21.35446
C -0.82455 5.96664 18.66836
C 0.43828 3.34604 16.14715
C -2.58459 -0.02334 22.80190
C -7.89546 1.65591 19.82436
C -5.58153 2.36682 18.94446
C 0.00742 -2.48405 23.22331
C -4.22125 -1.93746 17.35237
C -6.13988 2.50537 21.38836
C 1.40004 4.12019 15.49917
C -1.20657 1.02451 24.44860
C -3.93524 3.16685 17.76067
C -1.31370 0.37705 23.19017
C 1.02325 -1.38365 22.97084
C -3.54953 0.69665 24.93514
C -3.00382 -2.44689 20.02137
C 0.85402 5.94161 16.93728
C -3.20010 -2.80385 22.39900
C -1.04445 1.60535 14.96220
C -1.25057 -1.88370 16.26914
C -5.13242 3.61801 17.18307
C -3.04861 -4.65470 20.93161
C 1.32340 1.39547 22.12910
C 1.79424 -0.94144 24.19428
C -5.85072 0.31183 20.28855
C -5.41301 -2.67425 17.97034
C -0.13731 5.21983 17.53122
C -4.66429 -0.57379 16.65873
C 2.53699 0.96416 21.26135
C -1.43943 5.13414 19.79364
C -2.62954 3.58047 17.24394
C -0.16715 -2.05858 18.54483
C -1.39821 -2.37651 17.70945
C -1.86778 6.93935 18.20341
C 0.29227 1.92543 15.59765
C -0.41584 3.89624 17.10686
C -3.71844 0.19060 23.67266
C 0.58353 0.92797 16.72286
C -2.65102 3.76273 22.65468
C -6.13193 3.13764 17.97670
C 1.58960 5.44089 15.83825
C 0.71988 2.66074 21.57270
H -5.07201 2.55310 21.56092
H -0.35253 -2.25597 15.75034
H 2.43646 -0.07517 24.01652
H -0.25978 0.84972 17.41906
H -5.92751 -0.23227 19.38925
H -6.52644 2.10800 22.32257
H 2.23841 0.86196 20.23245
H -4.83104 0.36453 20.58160
H -1.41995 2.45987 14.39045
H -6.26786 -2.63509 17.30784
H 1.06229 1.80936 14.85827
H -8.33813 2.67456 19.84252
H -1.77015 1.32349 15.72331
H -2.12348 7.60573 19.03837
H -3.09800 -4.17173 18.83957
H -4.67225 -0.07844 23.25770
H -1.62119 -3.45690 17.76565
H -2.70341 4.36582 16.48956
H -3.84816 -0.04530 16.09019
H -3.79223 -2.60630 16.53382
H -2.41282 4.70206 19.50884
H 2.00972 3.61332 14.79007
H 0.78388 -0.03038 16.25661
H 0.62881 2.58361 20.47845
H -5.70165 -2.21951 18.97335
H 0.58098 -3.40694 23.43619
H -7.17190 3.34229 17.83334
H -5.12642 4.30779 16.34398
H 1.05089 6.94354 17.26785
H -5.43752 -0.75418 15.88502
H 0.02986 -0.97004 18.67300
H -5.16635 -3.73944 18.14753
H 1.30664 3.52968 21.78431
H -2.06338 -2.16458 15.61374
H -1.25930 -0.80984 16.22275
H -4.39022 0.82344 25.65956
H -2.76581 6.42874 17.90183
H -0.59327 -2.18661 24.07824
H -0.77501 4.32254 20.09441
H -2.10920 1.64926 26.30970
H -6.39069 -0.26239 21.02919
H 2.38518 -1.82457 24.54260
H -0.27875 2.87084 21.91423
H -5.00177 0.15413 17.37547
H -3.29982 -4.78534 23.05904
H 0.02568 6.51304 19.11741
H 3.31540 1.78408 21.26130
H -3.23760 -2.44104 23.38542
H -8.12727 1.14346 18.87883
H 1.06751 -0.81034 25.01122
H 1.72547 1.60716 23.10839
H -0.87572 0.77632 14.24611
H 2.39109 6.00383 15.35138
H 3.03903 0.10537 21.66631
H -6.48261 3.54327 21.24279
H -0.19866 -2.49193 19.55993
H -0.68331 -2.59320 22.36354
H 0.69306 -2.48623 18.03627
H -1.68332 5.80816 20.61839
H -3.16479 -5.69669 20.84085
H 1.48558 1.27514 17.24348
H -0.25330 1.46557 24.69318
H -1.47988 7.54864 17.36170
H -8.36371 1.12459 20.65755
H 1.75622 -1.71135 22.19022
```

(3)
DFT (ωB97M-V/def2-TZVPD) results for a structure of composition C46H66CeN2O2PS3Se in a non-equilibrium geometry.

As for the total charge: +3. As for the frontier orbital gap (alpha / beta): 4.43 / 4.24 eV. The value obtained for the max |F| is 0.0690 hartree/bohr. The total energy comes out at -175894.0542 eV. Its HOMO energy (alpha / beta) is -15.369 / -15.369 eV.

The geometry in XYZ format:
```
122
C46H66CeN2O2PS3Se (ωB97M-V/def2-TZVPD)
Ce -0.43754 -0.48742 0.41617
Se -0.32418 1.90707 2.04792
S -2.76426 0.47058 -3.55359
S -4.39903 -2.57328 0.52825
S -5.54969 1.16723 -0.25115
P 2.28307 -1.62934 0.11722
O -1.29397 -2.11951 2.20651
O -1.89956 0.23982 -0.91235
N -1.35232 3.19514 -0.38225
N -2.72197 3.42399 1.40673
C -2.35710 -4.08181 -0.21225
C -4.90534 -0.81861 -2.75672
C -3.35567 4.01489 0.26675
C -5.96062 1.33795 1.43200
C -3.54153 -4.10075 0.46978
C -4.22361 4.83789 -2.20661
C 2.06574 1.82222 -2.97842
C 3.22511 -3.60784 2.05775
C -5.01374 0.85271 2.30329
C 6.26695 -0.45157 0.68865
C 1.65796 -2.85864 -1.17118
C -2.11960 -2.78635 -0.80343
C 5.85127 -0.43464 -1.81575
C -1.78211 5.58971 3.59901
C -3.93853 0.00729 -4.73551
C -3.17862 3.56058 2.80264
C 3.38861 -2.91830 4.51069
C 4.75530 -0.33563 0.71925
C -3.16345 -0.38173 -0.84725
C 2.12369 -2.59038 1.75432
C 1.94932 -1.57071 2.92199
C 4.43498 -1.01090 -1.68026
C 4.14795 -3.24781 3.22192
C 1.63897 3.27883 -2.88402
C -3.92151 0.27650 1.59876
C 6.77316 -0.89496 -0.68155
C -4.59774 4.57914 0.16833
C 2.59377 -4.05289 -1.45798
C 0.41488 -3.06336 -3.43384
C -0.93827 4.86652 4.62301
C 2.21185 -4.73600 -2.76692
C -3.71108 -0.27102 -2.25679
C -3.16184 4.98971 3.37842
C 4.10674 -1.38041 -0.20984
C -4.09363 0.28552 0.20393
C -1.53749 2.86380 0.95476
C 2.02433 -2.25327 4.28582
C -2.53917 3.83193 -0.85170
C 0.74960 -4.54076 -3.18747
C 1.18497 -2.14723 -2.47580
C -5.01901 5.00780 -1.09359
C -5.02503 -0.66342 -4.16878
C 0.19506 3.52198 -2.42502
C -0.13942 2.81032 -1.13479
C -2.98045 4.20375 -2.09649
C -3.09722 -1.86075 -0.45186
H -1.30064 -2.62939 -1.52194
H -6.89196 1.83850 1.69693
H -1.16401 -2.08750 3.16970
H 6.85502 -2.00100 -0.73242
H -4.19280 3.12606 2.90907
H 1.17164 -3.15926 1.67106
H -3.74559 5.65379 2.70072
H -3.78690 0.21885 -5.78776
H -0.24385 1.72023 -1.31175
H -0.67860 -2.90661 -3.36264
H -5.66306 -1.29166 -2.12724
H 0.02208 4.62263 -2.32657
H -3.96159 -4.93881 1.01169
H 1.80633 -1.53071 5.09392
H -1.25746 5.65440 2.62506
H -5.21992 4.72703 1.06280
H 2.75999 -4.60752 2.31042
H -1.49922 4.61772 5.54467
H 4.41798 0.67752 0.39525
H 4.31573 -1.92021 -2.33559
H 1.81703 3.74988 -3.88283
H -0.52656 3.21361 -3.21654
H 7.81046 -0.51632 -0.83347
H -6.00728 5.45168 -1.15325
H -1.92434 6.64661 3.90709
H 0.08084 -4.98638 -2.40612
H -2.36406 4.01587 -2.97390
H 4.60828 -2.35149 0.00659
H 6.72777 0.50208 0.99933
H 3.65113 -3.71603 -1.51016
H 4.81057 -2.38329 2.94793
H -2.07198 -2.70223 2.05187
H 5.81765 0.68056 -1.80032
H 2.85927 -4.37999 -3.60515
H 2.96379 1.69972 -3.61531
H 3.86553 -3.77406 1.15734
H 3.26747 -3.82741 5.14383
H 1.22626 -3.01527 4.40347
H 2.35680 3.82274 -2.21394
H 0.97274 -1.03388 2.81565
H 2.44305 -5.82353 -2.68697
H 2.09178 -1.72774 -2.97473
H 0.67320 2.87388 -0.37780
H -0.55767 3.90859 4.20846
H 4.37956 -0.46193 1.74493
H -3.76081 4.94365 4.31280
H -0.05427 5.48355 4.92306
H 0.66872 -2.76644 -4.48478
H 6.29649 -0.71440 -2.79365
H 4.01944 -2.26058 5.14470
H 0.74773 -3.30300 -0.71485
H 2.55638 -4.77394 -0.60534
H 3.67189 -0.30191 -2.05711
H 0.62191 -1.23979 -2.19493
H 0.57997 -5.11864 -4.11998
H -3.03656 -0.13115 2.10078
H -1.65586 -4.92495 -0.29703
H -5.87039 -1.05835 -4.72568
H -5.12292 0.86665 3.38224
H 4.83045 -4.10188 3.39223
H -2.54104 2.87638 3.39667
H 2.72371 -0.77689 2.86965
H -4.57206 5.13650 -3.19424
H 2.29435 1.38932 -1.99175
H 1.26526 1.19414 -3.45088
H 6.62419 -1.14156 1.48605
```

(4)
DFT (ωB97M-V/def2-TZVPD) results for a structure of composition C46H68AsGeIrN6Si5 in a non-equilibrium geometry.

As for the total charge: +2. As for the frontier orbital gap (alpha / beta): 4.67 / 5.03 eV. The value obtained for the max |F| is 0.0233 hartree/bohr. The total energy comes out at -217316.7991 eV. Its HOMO energy (alpha / beta) is -10.579 / -13.038 eV. The spin multiplicity is 5. The expectation value of S² is 6.038.

The geometry in XYZ format:
```
128
C46H68AsGeIrN6Si5 (ωB97M-V/def2-TZVPD)
Ir -0.22066 -0.64366 0.16213
As 0.29480 -3.08224 1.43486
Ge -0.05061 -0.19840 -2.21123
Si 2.03269 0.04274 0.60479
Si -2.10535 1.01970 -3.04670
Si 1.80310 1.20287 -3.57351
Si 0.14796 -2.21242 -3.84033
Si 0.86939 3.45340 1.57215
N -2.21744 -1.59636 -0.15169
N 0.83239 0.47530 5.10624
N -6.66444 5.33779 2.81329
N -4.75455 -2.63898 -0.52492
N -1.74852 0.39690 1.55444
N 0.69123 2.36952 3.01730
C -3.75298 2.27523 2.20549
C -0.64846 -1.60414 -5.43689
C 2.63992 -0.42826 2.34866
C 2.13926 -5.69409 3.68788
C 1.50555 1.06653 -5.42697
C 3.50885 -4.26374 2.33658
C -2.77292 2.35603 -1.89561
C 0.97971 -4.51290 0.29344
C 1.70958 1.50631 5.00508
C -5.93433 3.37923 1.66745
C -0.41888 3.23470 0.22361
C 1.67233 2.41857 3.99714
C -4.58811 4.31693 3.39203
C 4.24272 1.62593 -0.12425
C -2.46663 2.35418 2.73324
C 3.12984 -6.66572 3.65931
C 1.99401 -2.56149 -3.97359
C 0.71508 5.17522 2.30144
C -4.76884 3.32103 2.43348
C 3.61576 0.79806 -3.30450
C -1.51626 1.39443 2.42153
C -3.38240 -0.37391 -3.20265
C 4.30905 -6.43972 2.96719
C 1.36302 2.86044 -2.79596
C -4.02795 1.13164 1.44733
C 4.66782 3.96886 0.14759
C 2.52818 3.01205 0.81831
C -1.35720 -3.97669 1.97872
C 5.09816 2.71310 -0.24071
C -0.13040 0.44450 4.18360
C -1.81939 1.83341 -4.72476
C 3.39657 4.10298 0.68044
C 2.96246 -1.21587 -0.52085
C -4.56231 -1.52541 0.15764
C 4.49481 -5.23442 2.30212
C -3.02956 0.23142 1.13588
C -0.74182 -3.83458 -3.44463
C -5.55605 5.29962 3.53944
C -0.26160 1.37450 3.17529
C -3.67906 -3.24892 -1.01720
C -2.41280 -2.73273 -0.82104
C 2.94385 1.73505 0.37939
C 2.32233 -4.47741 3.03837
C -3.29089 -0.97494 0.35093
C -6.84834 4.39602 1.89852
C 1.28983 -3.39900 3.13832
H 2.18093 1.77653 -5.91280
H 1.02625 -5.42453 0.88698
H -4.15147 -0.27735 -2.43427
H -0.36950 -4.34550 -2.55581
H -6.14767 2.66638 0.88367
H -2.18753 3.14344 3.41699
H -1.93502 -3.35122 2.65889
H -3.88149 -0.31930 -4.17206
H -0.07138 3.82788 -0.62629
H 2.89247 -0.95683 -1.57849
H -2.73011 2.36977 -5.00285
H 2.15751 -3.33447 -4.72895
H 2.51335 -2.20490 -0.39766
H 3.21154 0.38321 2.79351
H 0.49153 1.30882 -5.73944
H 1.84529 3.66592 -3.35664
H -7.76369 4.45811 1.32167
H 0.51672 -3.66185 3.85966
H 3.29711 -1.29800 2.28717
H 2.56321 -1.67962 -4.26981
H 0.28722 3.04382 -2.78928
H 2.98283 -7.59400 4.19535
H 3.94211 1.04664 -2.29906
H -3.84710 -4.16680 -1.56660
H 1.76127 0.07397 -5.80025
H 5.31675 4.82988 0.05624
H 5.41705 -5.04276 1.76905
H 2.40056 -2.92773 -3.02931
H 1.73043 2.89096 -1.76741
H 1.52676 5.42626 2.98600
H 2.47386 1.56371 5.76861
H -3.72567 4.33429 4.04409
H 3.87311 -0.24150 -3.51007
H -5.43862 6.08992 4.27147
H -1.61390 1.10956 -5.51368
H -3.72299 2.71332 -2.30259
H 3.06648 5.08372 1.00721
H -0.14705 -0.73872 -5.86581
H -0.51165 2.20015 -0.10918
H -1.00824 2.56260 -4.70009
H -1.07041 -4.89216 2.49543
H 2.39996 3.21437 3.90658
H -1.40032 3.61474 0.50421
H -1.70008 -1.35405 -5.28656
H -1.82259 -3.71142 -3.35972
H -0.56014 -4.50015 -4.29271
H -1.98082 -4.24362 1.12968
H -2.10233 3.21365 -1.83448
H -5.02635 0.94627 1.08434
H -0.87186 -0.34418 4.27897
H 4.18206 1.41892 -4.00555
H 0.30463 -4.66920 -0.54801
H -2.93984 -1.36768 -3.11508
H 3.65819 -3.32162 1.81779
H 1.97544 -4.29564 -0.08643
H 0.69553 5.93679 1.51830
H -0.22241 5.26197 2.85432
H 4.62285 0.65352 -0.41051
H 1.82815 -0.66886 3.02807
H 4.01701 -1.30509 -0.25242
H -2.95575 1.99561 -0.88283
H 1.74875 -2.47094 3.46443
H 1.22621 -5.87771 4.24332
H -1.52414 -3.22074 -1.19384
H -0.60623 -2.41142 -6.17246
H 5.08187 -7.19613 2.95110
H -5.45015 -1.07102 0.57965
H 6.10006 2.57384 -0.62644
```